1) Formula: C7H12
Source: OMol25
Level of theory: the ωB97M-V functional and the def2-TZVPD basis

Structure (XYZ):
```
19
C7H12 (the ωB97M-V functional and the def2-TZVPD basis)
C -2.145 0.273 0.857
C -0.838 -0.651 0.804
C -0.753 -1.869 1.365
C 1.438 0.210 0.238
C 0.264 -0.282 -0.272
C -0.295 0.120 -1.554
C 2.420 1.024 -0.518
H -2.658 -0.032 1.753
H -1.839 1.284 0.843
H -2.755 -0.035 -0.064
H 0.240 -2.425 1.416
H -1.570 -2.322 1.936
H 1.360 0.472 1.312
H 0.537 0.384 -2.225
H -0.756 -0.727 -2.030
H -0.851 1.030 -1.493
H 2.719 0.399 -1.349
H 1.991 1.930 -0.949
H 3.491 1.218 -0.070
```

The net charge is 0. Its HOMO energy is -0.316 hartree.


2) Formula: C7H12
Source: OMol25
Level of theory: the ωB97M-V functional and the def2-TZVPD basis

Structure (XYZ):
```
19
C7H12 (the ωB97M-V functional and the def2-TZVPD basis)
C -0.997 -0.342 2.324
C -1.001 -1.527 1.349
C 0.289 -1.723 0.482
C 0.765 -0.374 -0.060
C 0.053 0.509 -0.778
C 0.839 1.579 -1.394
C 0.441 2.185 -2.531
H -0.458 0.536 1.918
H -0.333 -0.480 3.191
H -2.017 -0.308 2.670
H -1.897 -1.496 0.698
H -1.109 -2.482 1.878
H 0.203 -2.509 -0.292
H 0.917 -2.130 1.308
H 1.795 -0.039 0.110
H -0.966 0.481 -1.133
H 1.667 2.028 -0.830
H -0.471 1.823 -2.990
H 1.039 2.912 -3.059
```

The net charge is 0. Its HOMO energy is -0.314 hartree.


3) Formula: C7H12
Source: OMol25
Level of theory: the ωB97M-V functional and the def2-TZVPD basis

Structure (XYZ):
```
19
C7H12 (the ωB97M-V functional and the def2-TZVPD basis)
C 1.140 -2.248 -1.236
C 1.255 -0.767 -1.467
C 0.229 0.041 -1.722
C -0.855 0.700 1.366
C 0.142 1.762 1.215
C -1.361 2.062 1.160
C -1.105 -0.587 1.523
H 1.557 -2.819 -2.077
H 0.091 -2.548 -1.126
H 1.692 -2.547 -0.334
H 2.260 -0.347 -1.414
H 0.358 1.111 -1.872
H -0.790 -0.335 -1.766
H 0.706 1.799 0.286
H 0.697 2.090 2.093
H -1.794 2.314 0.192
H -1.803 2.597 1.998
H -0.297 -1.312 1.607
H -2.122 -0.967 1.573
```

The net charge is 0. Its HOMO energy is -0.342 hartree.


4) Formula: C7H12
Source: OMol25
Level of theory: the ωB97M-V functional and the def2-TZVPD basis

Structure (XYZ):
```
19
C7H12 (the ωB97M-V functional and the def2-TZVPD basis)
C -2.625 0.456 0.171
C -1.518 -0.542 -0.268
C -0.153 -0.158 -1.109
C 0.990 -0.067 -0.057
C 2.449 -0.520 -0.098
C 2.125 0.933 0.156
C -0.207 -0.487 0.803
H -3.670 0.207 -0.095
H -2.455 1.469 -0.208
H -2.626 0.516 1.274
H -1.912 -1.556 -0.105
H 0.051 -0.960 -1.797
H -0.359 0.826 -1.494
H 2.911 -0.771 -1.058
H 2.886 -1.090 0.729
H 2.376 1.653 -0.629
H 2.344 1.326 1.155
H -0.512 0.275 1.495
H -0.095 -1.508 1.133
```

The net charge is 0. Its HOMO energy is -0.298 hartree.


Of them, the most stable is 2) and the least stable is 4).


1) Formula: C7H12
Source: OMol25
Level of theory: the ωB97M-V functional and the def2-TZVPD basis

Structure (XYZ):
```
19
C7H12 (the ωB97M-V functional and the def2-TZVPD basis)
C -0.136 1.859 1.263
C -0.228 1.016 0.025
C -1.458 0.080 0.295
C -1.028 -1.296 -0.426
C 0.349 -0.980 -0.994
C 1.898 -0.904 -0.635
C 0.896 0.038 0.060
H 0.692 2.561 1.386
H -1.188 2.397 1.556
H 0.116 1.141 2.150
H -0.463 1.598 -0.874
H -2.539 0.422 -0.016
H -1.708 -0.067 1.465
H -1.025 -2.281 0.229
H -1.671 -1.492 -1.398
H 0.082 -0.346 -1.743
H 2.631 -0.592 -1.296
H 2.404 -1.561 0.176
H 0.909 -0.659 0.841
```

The net charge is 0. Its HOMO energy is -0.318 hartree.


2) Formula: C7H12
Source: OMol25
Level of theory: the ωB97M-V functional and the def2-TZVPD basis

Structure (XYZ):
```
19
C7H12 (the ωB97M-V functional and the def2-TZVPD basis)
C 1.853 0.951 0.365
C 1.056 1.260 -0.654
C -0.046 0.390 -1.209
C 0.107 -1.129 -1.007
C -0.358 -1.406 0.450
C -0.910 -0.060 0.973
C -1.275 0.683 -0.313
H 1.916 -0.058 0.765
H 2.452 1.701 0.870
H -0.108 0.492 1.480
H 1.053 2.288 -1.015
H -0.229 0.638 -2.262
H -0.559 -1.639 -1.716
H 1.120 -1.488 -1.214
H -1.123 -2.191 0.468
H 0.467 -1.763 1.074
H -1.743 -0.164 1.673
H -2.167 0.210 -0.739
H -1.469 1.754 -0.183
```

The net charge is 0. Its HOMO energy is -0.348 hartree.


3) Formula: C7H12
Source: OMol25
Level of theory: the ωB97M-V functional and the def2-TZVPD basis

Structure (XYZ):
```
19
C7H12 (the ωB97M-V functional and the def2-TZVPD basis)
C -2.568 -0.235 0.058
C -1.185 0.408 0.011
C -0.110 -0.356 0.792
C 1.194 0.160 0.186
C 2.508 -0.493 0.629
C 0.817 0.418 -1.210
C -0.527 0.541 -1.355
H -2.530 -1.259 -0.330
H -2.957 -0.269 1.084
H -3.284 0.327 -0.551
H -1.265 1.420 0.460
H -0.206 -0.323 1.885
H -0.199 -1.426 0.491
H 1.088 1.448 -0.333
H 2.539 -1.580 0.415
H 2.683 -0.401 1.711
H 3.359 -0.048 0.110
H 1.627 0.523 -1.925
H -0.984 1.147 -2.129
```

The net charge is 0. Its HOMO energy is -0.273 hartree.


Of them, the most stable is 2) and the least stable is 1).